The following is a DFT calculation (the ωB97M-V functional and the def2-TZVPD basis) of 10 unconnected molecules or ions with the total composition C24H48Br12O12 in a non-equilibrium geometry.

Results
E_HOMO, eV: -10.133
Gap between HOMO and LUMO, eV: 10.2
Total charge: 0
SMILES: COC(=O)OC.COC(=O)OC.COC(=O)OC.COC(=O)OC.BrCCBr.BrCCBr.BrCCBr.BrCCBr.BrCCBr.BrCCBr

Last columns: bonded neighbours and bond lengths (Å).
Atoms and positions in Å:
1 C -1.705 2.640 12.156  O2 1.486, H7 1.090, H8 1.090, H9 1.090
2 O -1.646 3.257 10.805  C1 1.486, C3 1.289
3 C -1.641 2.455 9.796  O2 1.289, O4 1.224, O5 1.333
4 O -1.352 1.266 9.772  C3 1.224
5 O -1.981 3.191 8.737  C3 1.333, C6 1.352
6 C -2.021 2.741 7.463  O5 1.352, H10 1.090, H11 1.090, H12 1.090
7 H -2.587 2.033 12.357  C1 1.090
8 H -1.828 3.451 12.874  C1 1.090
9 H -0.743 2.246 12.484  C1 1.090
10 H -2.542 3.488 6.863  C6 1.090
11 H -2.563 1.799 7.376  C6 1.090
12 H -0.977 2.607 7.178  C6 1.090
13 C -8.124 1.794 -3.403  O14 1.390, H19 1.090, H20 1.090, H21 1.090
14 O -8.007 1.412 -2.072  C13 1.390, C15 1.298
15 C -6.874 1.117 -1.511  O14 1.298, O16 1.238, O17 1.351
16 O -5.755 0.992 -2.027  C15 1.238
17 O -7.181 0.932 -0.209  C15 1.351, C18 1.407
18 C -6.203 0.635 0.758  O17 1.407, H22 1.090, H23 1.090, H24 1.090
19 H -9.175 1.800 -3.691  C13 1.090
20 H -7.713 1.081 -4.118  C13 1.090
21 H -7.798 2.805 -3.646  C13 1.090
22 H -5.770 -0.321 0.463  C18 1.090
23 H -6.617 0.426 1.745  C18 1.090
24 H -5.356 1.318 0.823  C18 1.090
25 C 3.494 6.163 3.635  O26 1.343, H31 1.090, H32 1.090, H33 1.090
26 O 2.624 6.918 2.944  C25 1.343, C27 1.314
27 C 1.458 6.451 2.559  O26 1.314, O28 1.205, O29 1.324
28 O 1.035 5.327 2.668  C27 1.205
29 O 0.815 7.470 2.009  C27 1.324, C30 1.400
30 C -0.540 7.326 1.687  O29 1.400, H34 1.090, H35 1.090, H36 1.090
31 H 4.160 6.678 4.327  C25 1.090
32 H 4.057 5.609 2.884  C25 1.090
33 H 3.059 5.399 4.279  C25 1.090
34 H -0.959 6.375 1.359  C30 1.090
35 H -0.757 8.095 0.946  C30 1.090
36 H -1.114 7.574 2.579  C30 1.090
37 C -3.089 -5.907 -5.068  O38 1.369, H43 1.090, H44 1.090, H45 1.090
38 O -2.887 -7.261 -5.078  C37 1.369, C39 1.376
39 C -1.598 -7.733 -5.165  O38 1.376, O40 1.225, O41 1.361
40 O -0.605 -7.029 -5.027  C39 1.225
41 O -1.617 -9.081 -5.362  C39 1.361, C42 1.385
42 C -0.464 -9.848 -5.375  O41 1.385, H46 1.090, H47 1.090, H48 1.090
43 H -2.246 -5.328 -4.692  C37 1.090
44 H -3.939 -5.625 -4.445  C37 1.090
45 H -3.264 -5.524 -6.073  C37 1.090
46 H -0.010 -9.824 -6.366  C42 1.090
47 H -0.472 -10.888 -5.048  C42 1.090
48 H 0.298 -9.434 -4.715  C42 1.090
49 Br 1.218 -1.455 -1.525  C50 1.912
50 C -0.230 -0.207 -1.556  Br49 1.912, C51 1.525, H53 1.090, H54 1.090
51 C -0.050 0.862 -0.484  C50 1.525, Br52 1.961, H55 1.090, H56 1.090
52 Br -0.517 0.273 1.327  C51 1.961
53 H -1.140 -0.770 -1.346  C50 1.090
54 H -0.253 0.281 -2.530  C50 1.090
55 H -0.679 1.711 -0.752  C51 1.090
56 H 0.981 1.215 -0.501  C51 1.090
57 Br 5.732 -8.244 -5.882  C58 2.008
58 C 4.771 -6.815 -4.850  Br57 2.008, C59 1.519, H61 1.090, H62 1.090
59 C 5.615 -5.906 -3.972  C58 1.519, Br60 1.990, H63 1.090, H64 1.090
60 Br 6.923 -4.779 -4.960  C59 1.990
61 H 4.075 -7.377 -4.228  C58 1.090
62 H 4.180 -6.238 -5.561  C58 1.090
63 H 6.055 -6.545 -3.205  C59 1.090
64 H 4.949 -5.203 -3.472  C59 1.090
65 Br 6.273 0.075 1.696  C66 2.037
66 C 6.820 -1.765 1.014  Br65 2.037, C67 1.523, H69 1.090, H70 1.090
67 C 6.765 -2.766 2.161  C66 1.523, Br68 1.966, H71 1.090, H72 1.090
68 Br 7.609 -4.432 1.544  C67 1.966
69 H 7.805 -1.611 0.573  C66 1.090
70 H 6.211 -2.114 0.180  C66 1.090
71 H 5.718 -2.992 2.363  C67 1.090
72 H 7.242 -2.568 3.121  C67 1.090
73 Br -2.552 5.070 -4.751  C74 2.046
74 C -1.861 5.180 -6.674  Br73 2.046, C75 1.499, H77 1.090, H78 1.090
75 C -3.020 5.657 -7.496  C74 1.499, Br76 1.974, H79 1.090, H80 1.090
76 Br -2.328 5.958 -9.320  C75 1.974
77 H -1.675 4.168 -7.033  C74 1.090
78 H -0.959 5.789 -6.742  C74 1.090
79 H -3.333 6.633 -7.124  C75 1.090
80 H -3.887 5.000 -7.550  C75 1.090
81 Br 3.883 3.679 -4.246  C82 2.028
82 C 5.496 2.890 -3.303  Br81 2.028, C83 1.536, H85 1.090, H86 1.090
83 C 6.584 2.710 -4.371  C82 1.536, Br84 1.991, H87 1.090, H88 1.090
84 Br 8.180 1.771 -3.638  C83 1.991
85 H 5.159 1.879 -3.075  C82 1.090
86 H 5.735 3.389 -2.364  C82 1.090
87 H 6.885 3.646 -4.841  C83 1.090
88 H 6.235 2.026 -5.146  C83 1.090
89 Br 0.193 -4.177 5.513  C90 1.975
90 C -1.384 -3.480 6.476  Br89 1.975, C91 1.536, H93 1.090, H94 1.090
91 C -2.595 -3.825 5.597  C90 1.536, Br92 1.946, H95 1.090, H96 1.090
92 Br -4.194 -3.168 6.491  C91 1.946
93 H -1.246 -2.407 6.612  C90 1.090
94 H -1.456 -3.916 7.472  C90 1.090
95 H -2.668 -4.867 5.284  C91 1.090
96 H -2.545 -3.302 4.642  C91 1.090